Record 1
A cluster of 2 separate species, CH2ClF3Si in total at a distorted geometry. Source: OMol25; level of theory: ωB97M-V with the def2-TZVPD basis set.

Atoms and positions in Å:
C: 1.59 -0.35 0.50
F: 0.67 0.01 -0.51
F: 2.50 -1.16 0.00
F: 2.22 0.74 0.81
Si: -2.13 -0.02 -0.72
Cl: -3.93 0.31 0.06
H: -1.97 1.36 -1.46
H: 1.05 -0.89 1.32

Summary:
E_LUMO (eV): -0.665
ΔE to the lowest compared entry with this formula, charge and spin (kJ/mol): 0.0
DFT total energy (eV): -29621.3161
2S+1: 1

Results of the Löwdin charge analysis, in e, for atoms 1 through 2:
1 C -0.492
2 F -0.080



Record 2
A cluster of 2 separate species, C6H10O in total. Source: OMol25; level of theory: ωB97M-V with the def2-TZVPD basis set.

Atoms and positions in Å:
C: 0.79 1.47 -0.74
C: -0.16 0.60 -1.53
C: 0.26 -0.79 -1.93
C: -0.79 -0.59 -0.87
C: 0.12 -0.26 2.67
C: -0.82 -1.06 3.11
O: -1.63 -1.80 3.52
H: 1.49 2.00 -1.40
H: 1.39 0.86 -0.05
H: 0.25 2.21 -0.15
H: -0.78 1.13 -2.24
H: -0.05 -1.16 -2.90
H: 1.23 -1.13 -1.61
H: -1.82 -0.83 -1.10
H: -0.12 0.69 2.19
H: -0.49 -0.80 0.16
H: 1.14 -0.55 2.86

Summary:
E_LUMO (eV): 0.851
ΔE to the lowest compared entry with this formula, charge and spin (kJ/mol): 148.8
DFT total energy (eV): -8429.6979
SMILES string: CC1CC1.C=C=O
2S+1: 1

Results of the Löwdin charge analysis, in e, for atoms 1 through 2:
1 C -0.088
2 C -0.361



Record 3
The molecule C9H8ClNS at a distorted geometry. Source: OMol25; level of theory: ωB97M-V with the def2-TZVPD basis set.

Atoms and positions in Å:
C: -4.04 -0.04 0.37
C: 1.88 0.18 -0.45
C: 1.89 -0.28 -1.74
C: 0.61 0.14 0.15
C: -0.36 -0.02 -0.82
C: -2.62 -0.35 0.36
C: -1.86 0.06 -0.70
C: 0.53 0.53 1.58
C: -2.21 -1.16 1.55
N: -5.11 0.32 0.36
S: 0.25 -0.49 -2.34
Cl: -2.58 1.07 -1.99
H: 2.80 0.05 0.18
H: 2.67 -0.55 -2.41
H: 0.02 -0.16 2.18
H: 1.59 0.63 1.92
H: -0.02 1.56 1.82
H: -2.29 -0.58 2.50
H: -1.22 -1.54 1.52
H: -2.80 -2.10 1.66

Summary:
E_LUMO (eV): -0.078
ΔE to the lowest compared entry with this formula, charge and spin (kJ/mol): 197.1
DFT total energy (eV): -34308.8607
SMILES string: C/C(C#N)=C(/Cl)c1sccc1C
2S+1: 1

Results of the Löwdin charge analysis, in e, for atoms 1 through 2:
1 C -0.247
2 C -0.166



Record 4
A structure of composition C15H16ClF3N3O6OsS2 at a distorted geometry. Source: OMol25; level of theory: ωB97M-V with the def2-TZVPD basis set.

Atoms and positions in Å:
Os: -0.52 -0.30 0.19
O: -0.14 1.41 -0.82
N: -0.54 2.57 -0.26
C: 0.07 3.69 -0.71
C: -0.32 4.91 -0.24
C: -1.35 4.97 0.70
C: -1.93 3.81 1.15
C: -1.50 2.57 0.67
S: -2.11 1.04 1.20
H: 0.85 3.50 -1.43
H: 0.17 5.81 -0.61
H: -1.68 5.92 1.09
H: -2.71 3.82 1.89
C: 1.42 -0.56 5.00
O: 1.31 -1.62 4.03
C: 0.32 -1.46 3.15
O: -0.51 -0.59 3.16
N: 0.37 -2.45 2.19
N: -0.45 -2.22 1.04
H: 2.26 -0.84 5.63
H: 0.50 -0.48 5.58
H: 1.62 0.38 4.49
H: 1.27 -2.85 2.00
H: -1.29 -2.78 1.15
H: 0.05 -2.64 0.26
F: 4.58 -0.40 -1.07
C: 3.72 0.41 -0.45
F: 3.13 1.18 -1.37
F: 4.40 1.19 0.39
S: 2.46 -0.56 0.47
O: 1.57 -1.08 -0.59
O: 3.19 -1.56 1.19
O: 1.75 0.45 1.26
Cl: -1.67 -4.21 -1.36
C: -1.41 -2.87 -2.45
C: -0.88 -3.17 -3.70
C: -0.65 -2.15 -4.61
C: -0.96 -0.85 -4.26
C: -1.49 -0.57 -3.02
C: -1.74 -1.57 -2.07
C: -2.20 -1.17 -0.70
H: -0.64 -4.20 -3.94
H: -0.22 -2.38 -5.58
H: -0.78 -0.04 -4.97
H: -1.71 0.46 -2.74
H: -2.57 -2.04 -0.15
H: -3.05 -0.49 -0.77

Summary:
E_LUMO (alpha / beta) (eV): 0.093 / -0.586
ΔE to the lowest compared entry with this formula, charge and spin (kJ/mol): 0.0
DFT total energy (eV): -77381.0811
Expectation value of S²: 0.76
2S+1: 2

Results of the Löwdin charge analysis, in e, for atoms 1 through 2:
1 Os 1.149
2 O -0.293



Record 5
A cluster of 2 separate species, C2H7NO2 in total at a distorted geometry. Source: OMol25; level of theory: ωB97M-V with the def2-TZVPD basis set.

Atoms and positions in Å:
O: -1.13 0.59 1.20
C: -0.13 1.09 0.76
C: 0.96 0.23 0.10
N: 1.77 1.21 -0.62
H: 0.06 2.18 0.66
H: 0.39 -0.53 -0.44
H: 1.58 -0.44 0.73
H: 2.08 0.78 -1.49
H: 2.55 1.77 -0.29
H: -2.07 -2.61 -0.28
H: -0.90 -3.15 -1.08
O: -1.50 -2.40 -1.01

Summary:
E_LUMO (eV): 0.848
ΔE to the lowest compared entry with this formula, charge and spin (kJ/mol): 203.7
DFT total energy (eV): -7771.4144
SMILES string: NCC=O.O
2S+1: 1

Results of the Löwdin charge analysis, in e, for atoms 1 through 2:
1 O 0.040
2 C -0.259



Question: The lowest DFT total energy belongs to which entry?
Answer: C15H16ClF3N3O6OsS2